{
  "formula": "C5H5N3S2",
  "method": "wB97M-V/def2-TZVPD",
  "species": ["C", "C", "C", "C", "C", "N", "N", "N", "S", "S", "H", "H", "H", "H", "H"],
  "coordinates": [[-0.300147, 0.793254, 1.838851], [0.409989, -0.140500, 1.122662], [-1.139160, 0.514924, -0.402119], [-0.146471, -0.063068, -2.904904], [1.580964, -0.892377, 1.647260], [-1.848067, 0.766533, -1.475887], [-1.360576, 0.345167, -2.701844], [-0.118986, -0.268970, -0.177722], [1.162650, -0.771963, -3.327221], [-1.749692, 1.347619, 1.063353], [-0.098259, 1.064026, 2.870217], [2.118637, -1.604116, 1.080188], [1.111961, -1.527716, 2.402176], [2.233996, -0.390108, 2.380280], [-1.856837, 0.827297, -3.415290]],
  "atomic_forces_ev_per_a": [[0.5, -1.0, 0.8], [-1.4, 2.3, -1.1], [-0.1, -0.4, 1.8], [-0.3, -0.6, -0.5], [-0.9, -0.4, 2.6], [-1.4, 0.4, -1.2], [2.3, -0.2, 1.9], [1.0, -0.3, -0.4], [-0.7, 0.4, 0.1], [1.1, -0.2, -0.6], [-0.1, 0.0, -0.2], [0.5, -0.1, -1.3], [-0.2, -0.6, 0.0], [0.0, 0.7, -1.0], [-0.3, 0.0, -1.0]],
  "largest_force_ev_per_a": 2.99,
  "e_above_lowest_kcal_mol": 60.6,
  "gap_ev": [5.649, 5.650],
  "total_charge": 0
}